(1)
Molecular formula: C4H12NOPS2
Method: DFT, ωB97M-V/def2-TZVPD

Calculated values
net charge: 0
structure (SMILES): CC[C@@H](C)N[P@@](O)(=S)S
gap between HOMO and LUMO: 9.0020 eV
total energy: -38840.144 eV
E_LUMO: 0.34 eV
HOMO level: -0.318 Ha

Each atom is followed by the atoms it is bonded to, with distances in Å.
Element x y z (Å)
1 C 0.1208 -2.4265 1.0945  C3 1.528, H10 1.158, H11 1.054, H12 1.143
2 C -1.9217 0.4908 -0.4816  C4 1.520, H13 1.091, H14 1.156, H15 1.135
3 C -0.8831 -1.3064 0.8257  C1 1.528, C4 1.543, H16 1.142, H17 1.070
4 C -0.6016 -0.2200 -0.2331  C2 1.520, C3 1.543, N5 1.494, H18 1.102
5 N 0.5307 0.5803 0.3235  C4 1.494, P7 1.669, H19 1.061
6 O 1.4620 1.3947 -1.9583  P7 1.536, H20 0.959
7 P 1.0559 1.8930 -0.5629  N5 1.669, O6 1.536, S8 1.974, S9 2.107
8 S -0.1300 3.4266 -0.9334  P7 1.974
9 S 2.9709 1.8502 0.3151  P7 2.107, H21 1.316
10 H 1.0552 -1.9675 1.6014  C1 1.158
11 H -0.2883 -3.1118 1.7834  C1 1.054
12 H 0.4220 -2.9457 0.1213  C1 1.143
13 H -2.2297 1.1996 0.2878  C2 1.091
14 H -1.8811 1.2901 -1.3158  C2 1.156
15 H -2.7785 -0.0561 -0.9859  C2 1.135
16 H -1.9416 -1.7277 0.7502  C3 1.142
17 H -0.8125 -0.7633 1.7444  C3 1.070
18 H -0.1153 -0.6813 -1.1081  C4 1.102
19 H 0.4309 0.9674 1.3059  N5 1.061
20 H 2.3499 1.4300 -2.3181  O6 0.959
21 H 3.1850 0.6837 -0.2560  S9 1.316

=====

(2)
Molecular formula: C4H12NOS
Method: DFT, ωB97M-V/def2-TZVPD

Calculated values
net charge: -1
gap between HOMO and LUMO: 6.3919 eV
total energy: -18716.238 eV
E_LUMO: 3.64 eV
HOMO level: -0.101 Ha

Each atom is followed by the atoms it is bonded to, with distances in Å.
Element x y z (Å)
1 C -0.5639 -0.3804 -2.3183  N2 1.448, H7 1.091, H8 1.100, H9 1.094
2 N 0.1853 0.3805 -1.3396  C1 1.448, C3 1.487, H10 1.005
3 C 0.3079 -0.1434 0.0467  N2 1.487, C4 1.513, C6 1.547, H11 1.087
4 C 0.9167 0.9040 0.9533  C3 1.513, S5 1.823, H12 1.104, H13 1.091
5 S 0.4289 0.6216 2.6868  C4 1.823
6 C 1.1799 -1.4211 0.0185  C3 1.547, H14 1.093, H15 1.092, H16 1.088
7 H 0.0600 -0.7153 -3.1488  C1 1.091
8 H -0.9525 -1.2987 -1.8531  C1 1.100
9 H -1.4604 0.1495 -2.6526  C1 1.094
10 H 1.0728 0.6774 -1.7058  N2 1.005
11 H -0.7007 -0.4118 0.3508  C3 1.087
12 H 2.0029 0.9208 0.7579  C4 1.104
13 H 0.6032 1.9016 0.6410  C4 1.091
14 H 0.7531 -2.2114 -0.6038  C6 1.093
15 H 1.1991 -1.8553 1.0203  C6 1.092
16 H 2.1699 -1.1260 -0.3243  C6 1.088
17 H -2.3453 0.7802 1.9829  O19 0.965
18 H -2.0588 1.7485 3.0185  O19 0.959
19 O -2.7980 1.4793 2.4694  H17 0.965, H18 0.959

=====

(3)
Molecular formula: C4H12NOS
Method: DFT, ωB97M-V/def2-TZVPD

Calculated values
net charge: -1
gap between HOMO and LUMO: 6.2847 eV
total energy: -18716.044 eV
E_LUMO: 3.38 eV
HOMO level: -0.107 Ha

Each atom is followed by the atoms it is bonded to, with distances in Å.
Element x y z (Å)
1 C -2.6063 -0.4933 -0.4439  N2 1.464, C6 1.551, H7 1.096, H8 1.085
2 N -1.3473 -0.2226 -1.1401  C1 1.464, C3 1.479, H9 1.013
3 C -0.0886 -0.7082 -0.5332  N2 1.479, C4 1.555, H10 1.127, H11 1.092
4 C 0.8712 0.4968 -0.3212  C3 1.555, S5 1.826, H12 1.118, H13 1.095
5 S 2.5774 -0.0285 0.0612  C4 1.826
6 C -3.7457 0.1949 -1.2409  C1 1.551, H14 1.092, H15 1.091, H16 1.098
7 H -2.5509 -0.2908 0.6318  C1 1.096
8 H -2.7965 -1.5607 -0.4896  C1 1.085
9 H -1.1760 0.7757 -1.1719  N2 1.013
10 H -0.1081 -1.1968 0.4821  C3 1.127
11 H 0.3771 -1.5040 -1.1188  C3 1.092
12 H 0.8363 1.0262 -1.3053  C4 1.118
13 H 0.5652 1.1732 0.4832  C4 1.095
14 H -3.5021 1.2264 -1.5017  C6 1.092
15 H -4.7530 0.2883 -0.8334  C6 1.091
16 H -3.8811 -0.4519 -2.1182  C6 1.098
17 H 0.8865 0.4210 2.9890  O19 0.956
18 H 2.1372 0.3019 2.0339  O19 1.013
19 O 1.8370 0.5253 2.9749  H17 0.956, H18 1.013

=====

(4)
Molecular formula: C4H12NOS
Method: DFT, ωB97M-V/def2-TZVPD

Calculated values
net charge: -1
gap between HOMO and LUMO: 6.0840 eV
total energy: -18715.344 eV
E_LUMO: 3.22 eV
HOMO level: -0.105 Ha

Each atom is followed by the atoms it is bonded to, with distances in Å.
Element x y z (Å)
1 C 0.6089 -1.8985 0.7404  C2 1.526, N4 1.464, H5 1.095, H6 1.099
2 C -0.6002 -1.9531 -0.1893  C1 1.526, S3 1.820, H7 1.090, H8 1.094
3 S -0.0683 -2.4896 -1.8453  C2 1.820, H9 1.339
4 N 0.1763 -1.3191 2.0139  C1 1.464, H10 1.016, H11 1.039
5 H 0.9929 -2.9107 0.9067  C1 1.095
6 H 1.3763 -1.2913 0.2411  C1 1.099
7 H -1.3380 -2.6462 0.2160  C2 1.090
8 H -0.9738 -0.9254 -0.2207  C2 1.094
9 H -1.2806 -2.5146 -2.4136  S3 1.339
10 H 0.9389 -1.3605 2.6842  N4 1.016
11 H -0.0246 -0.3112 1.8611  N4 1.039
12 C -0.4901 2.3355 0.0496  O13 1.359, C14 1.535, H15 1.117, H16 1.118
13 O -0.2467 1.1552 0.6783  C12 1.359
14 C 0.5285 2.6036 -1.0676  C12 1.535, H17 1.098, H18 1.092, H19 1.094
15 H -0.4773 3.2052 0.7502  C12 1.117
16 H -1.5093 2.3756 -0.4089  C12 1.118
17 H 0.3574 3.5557 -1.5875  C14 1.098
18 H 0.5000 1.7779 -1.7822  C14 1.092
19 H 1.5296 2.6115 -0.6264  C14 1.094

=====

- Which value of net charge does entry 1 give?
  0

=====

- What is the formula in the second record?
  C4H12NOS

=====

- gap between HOMO and LUMO of number 4 (C4H12NOS)?
  6.0840 eV

=====

- Look up the gap between HOMO and LUMO of the second one.
  6.3919 eV